Entry 1:
Formula: C34H57N4OP2Pd
Source: the OMol25 dataset
Level of theory: ωB97M-V/def2-TZVPD

- Kohn-Sham gap (spin up / spin down): 6.1 / 4.4 eV
- LUMO energy (spin up / spin down): -8.78 / -12.55 eV
- Electronic energy: -66221.5465 eV

```
! wB97M-V def2-TZVPD RIJCOSX def2/J DEFGRID3
* xyz 3 5
C 1.8262 1.2695 -1.5831
C 0.3921 2.7721 -0.4436
C 2.4007 2.3185 -2.3065
C 1.0541 3.8669 -1.0606
C 2.0452 3.6314 -1.9915
H 3.1383 2.0731 -3.0663
H 0.7133 4.8644 -0.7927
H 2.5387 4.4550 -2.5045
N 0.9177 1.5107 -0.6336
P 2.0458 -1.3123 -0.4249
P -1.7649 1.5366 0.8392
C 2.1938 -0.1841 -1.8850
H 1.5106 -0.5673 -2.6563
H 3.2035 -0.2203 -2.3110
C -1.0194 -1.2392 1.3455
O -1.8407 -1.9827 1.6840
C -0.7484 2.8985 0.3828
H -1.0221 3.9067 0.6968
C -3.1568 1.6779 -0.4689
C -2.5223 1.9432 2.5581
C 1.8677 -3.0939 -1.0928
C 3.7653 -1.0529 0.3391
C -3.9099 0.3439 -0.4982
H -4.3387 0.0839 0.4762
H -4.7356 0.4254 -1.2216
H -3.2447 -0.4670 -0.8169
C -4.1085 2.8465 -0.1726
H -4.6936 2.7149 0.7442
H -3.5730 3.8047 -0.1319
H -4.8278 2.9125 -1.0039
C -2.5241 1.9426 -1.8402
H -3.3244 2.0296 -2.5925
H -1.9551 2.8797 -1.8482
H -1.8605 1.1249 -2.1354
C -3.7911 1.0971 2.7730
H -3.5930 0.0287 2.6100
H -4.1123 1.2203 3.8185
H -4.6292 1.4094 2.1407
C -1.5206 1.5681 3.6532
H -1.2272 0.5146 3.6095
H -0.6119 2.1799 3.6070
H -1.9886 1.7449 4.6350
C -2.8207 3.4377 2.7327
H -3.5764 3.8230 2.0429
H -3.2145 3.5769 3.7517
H -1.9133 4.0466 2.6411
C 3.8306 -1.8558 1.6444
H 4.8259 -1.7122 2.0913
H 3.0768 -1.5089 2.3609
H 3.6924 -2.9321 1.4931
C 3.9296 0.4385 0.6772
H 4.1091 1.0536 -0.2154
H 3.0577 0.8371 1.2068
H 4.7970 0.5597 1.3459
C 4.9248 -1.4443 -0.5961
H 5.8394 -0.9601 -0.2223
H 5.1225 -2.5194 -0.5955
H 4.7825 -1.1105 -1.6303
C 1.4896 -3.0748 -2.5788
H 2.2807 -2.6350 -3.2017
H 1.3502 -4.1139 -2.9154
H 0.5505 -2.5423 -2.7561
C 0.7340 -3.7453 -0.2860
H -0.2222 -3.2412 -0.4656
H 0.6410 -4.7950 -0.6038
H 0.9481 -3.7354 0.7920
C 3.1196 -3.9728 -0.9693
H 3.9256 -3.6372 -1.6322
H 3.4871 -4.0676 0.0576
H 2.8423 -4.9858 -1.3003
Pd 0.1891 -0.0283 0.6056
N -0.9350 -1.0695 -1.6338
C -1.6685 -1.2977 -2.5131
C -2.4561 -1.7991 -3.6903
C -3.0515 -0.5947 -4.4194
C -1.5371 -2.5748 -4.6436
C -3.5586 -2.7381 -3.1933
H -3.7391 -0.0498 -3.7571
H -2.2455 0.0798 -4.7420
H -3.6090 -0.9181 -5.3093
H -1.1562 -3.4888 -4.1636
H -2.1183 -2.8773 -5.5260
H -0.6948 -1.9533 -4.9824
H -4.1378 -3.1021 -4.0532
H -3.1142 -3.6090 -2.6885
H -4.2416 -2.2227 -2.5026
N 2.0617 2.4286 2.6098
C 1.8544 1.3691 3.4569
C 2.3035 1.4592 4.7937
C 2.1187 0.3742 5.6364
C 1.5335 -0.7810 5.1045
C 1.1469 -0.7961 3.7634
N 1.2739 0.2678 2.9486
H 1.4421 2.5622 1.8124
H 2.4776 3.2630 2.9972
H 2.7679 2.3949 5.1015
H 2.4210 0.4186 6.6806
H 1.3771 -1.6796 5.6937
H 0.7174 -1.6975 3.3147
*
```

Atom charges from the Mulliken analysis, given in e for atoms 1 to 2:
1 C -0.415
2 C -0.247

Entry 2:
Formula: C11H7N2O6Ru
Source: the OMol25 dataset
Level of theory: ωB97M-V/def2-TZVPD

- Kohn-Sham gap (spin up / spin down): 5.0 / 6.8 eV
- Energy above the lowest of the compared OMol25 structures with the same formula, charge and spin: 2.259 eV
- LUMO energy (spin up / spin down): -8.78 / -10.89 eV
- Electronic energy: -29341.0818 eV

```
! wB97M-V def2-TZVPD RIJCOSX def2/J DEFGRID3
* xyz 2 6
O -3.4377 -2.9408 2.0562
C -3.2119 -1.9151 1.6060
Ru -0.8297 0.6515 -1.9836
C 0.1209 2.3701 -2.1217
O 0.7087 3.3768 -2.0672
C 0.1819 1.9533 -5.0279
O -0.4045 2.2416 -5.9564
C -2.5141 1.3722 -2.1352
O -3.5691 1.8379 -2.0586
C -0.9091 -1.0172 -2.9673
O -1.0095 -2.0773 -3.3973
H -1.1359 0.0435 -0.5646
N 1.0489 -1.0427 4.1340
C 1.8422 -0.8642 3.0488
O 3.0678 -0.9808 3.0817
C 1.1741 -0.5998 1.7624
C -0.1717 -0.2211 1.5995
C -0.4859 0.3872 0.3065
N 0.6689 0.5091 -0.6022
C 1.7119 -0.2911 -0.5718
C 2.0763 -0.7894 0.6746
H 1.5070 -1.1427 5.0200
H 0.0552 -0.8928 4.0936
H -0.8468 0.1463 2.3920
H -1.0042 1.3850 0.4442
H 2.2834 -0.3055 -1.4919
H 3.0827 -1.1938 0.7261
*
```

Atom charges from the natural (NBO) analysis, given in e for atoms 1 to 2:
1 O -0.450
2 C 0.457

Entry 3:
Formula: C41H52BrN6O7PRhS3
Source: the OMol25 dataset
Level of theory: ωB97M-V/def2-TZVPD

- Kohn-Sham gap (spin up / spin down): 5.6 / 6.3 eV
- Energy above the lowest of the compared OMol25 structures with the same formula, charge and spin: 0.000 eV
- LUMO energy (spin up / spin down): 1.24 / 1.33 eV
- Electronic energy: -181483.9480 eV

```
! wB97M-V def2-TZVPD RIJCOSX def2/J DEFGRID3
* xyz -1 1
Rh -0.0748 -0.0694 -0.8124
Br -3.5948 2.0833 7.6870
C -2.2013 2.9143 6.6990
C -1.9715 4.2722 6.8593
C -0.9611 4.8768 6.1349
C -0.1685 4.1405 5.2431
C -0.4149 2.7600 5.1170
C -1.4296 2.1532 5.8372
N 0.7760 4.8725 4.5243
N 1.6806 4.3150 3.7858
C 1.6013 3.4884 2.7286
C 2.8367 2.9897 2.2522
C 2.9344 2.0209 1.2839
C 1.7861 1.4545 0.6987
O 1.8372 0.5455 -0.1888
C 0.5029 2.0012 1.1105
N -0.5839 1.4789 0.4923
C -1.7839 1.9476 0.7469
C -1.9738 3.0305 1.6086
C -0.8928 3.5797 2.2505
C 0.3912 3.0406 2.0490
H -2.5871 4.8472 7.5380
H -0.7619 5.9361 6.2344
H 0.1880 2.1694 4.4443
H -1.6239 1.0964 5.7191
H 3.7273 3.3783 2.7300
H 3.8995 1.6479 0.9656
H -2.6050 1.4716 0.2223
H -2.9697 3.4284 1.7498
H -1.0163 4.4371 2.8939
C -4.4012 -0.7281 2.2004
C -3.1528 -1.5193 2.5613
C -2.1973 -0.6374 3.3643
C -3.5263 -2.7604 3.3647
O -2.5869 -1.9158 1.2955
P -1.0480 -2.3874 1.1344
O -0.6460 -3.2772 2.2406
O -0.1963 -1.1212 0.9298
O -1.1150 -3.0885 -0.2907
C -1.4764 -4.4661 -0.5300
C -2.6706 -4.8991 0.3210
C -1.8535 -4.5168 -2.0050
C -0.2776 -5.3548 -0.2314
H -4.9110 -0.3887 3.1050
H -5.0880 -1.3525 1.6242
H -4.1288 0.1396 1.5962
H -2.6887 -0.3018 4.2801
H -1.9053 0.2342 2.7756
H -1.2959 -1.1966 3.6230
H -4.0445 -2.4755 4.2836
H -2.6252 -3.3212 3.6111
H -4.1818 -3.4008 2.7696
H -3.5413 -4.2804 0.0907
H -2.4316 -4.7896 1.3793
H -2.9036 -5.9443 0.1119
H -2.4969 -3.6663 -2.2345
H -2.3782 -5.4476 -2.2315
H -0.9626 -4.4493 -2.6320
H -0.0132 -5.2638 0.8228
H 0.5855 -5.0480 -0.8216
H -0.5153 -6.3971 -0.4580
C -5.2566 0.5634 -1.7236
C -4.4351 -0.6173 -2.2598
C -4.4136 -0.5727 -3.7947
C -5.0444 -1.9393 -1.7745
C -3.0483 -0.4954 -1.7681
C -1.9121 -0.3958 -1.3650
H -6.2695 0.5448 -2.1384
H -4.7830 1.5072 -2.0004
H -5.3296 0.5133 -0.6353
H -5.4292 -0.6496 -4.1968
H -3.8171 -1.4005 -4.1842
H -3.9659 0.3632 -4.1367
H -6.1200 -1.9627 -1.9776
H -4.8804 -2.0558 -0.7019
H -4.5784 -2.7864 -2.2800
C 1.9901 4.7614 -2.2749
C 2.4737 3.3242 -2.1318
N 2.1040 2.4797 -3.2643
C 0.8926 1.9361 -3.4570
S -0.4527 2.2827 -2.4764
N 0.7678 1.1459 -4.5338
C -0.4719 0.4782 -4.9313
C -1.3343 1.3590 -5.8255
H 2.2955 5.3381 -1.3999
H 0.9033 4.7814 -2.3372
H 2.4045 5.2293 -3.1705
H 2.0683 2.8915 -1.2238
H 3.5605 3.3000 -2.0629
H 2.8609 2.1092 -3.8162
H 1.6117 0.8588 -5.0030
H -1.0240 0.2002 -4.0341
H -0.1881 -0.4358 -5.4523
H -1.6329 2.2573 -5.2845
H -2.2338 0.8169 -6.1237
H -0.7904 1.6552 -6.7252
O 4.8113 -3.5983 -1.1865
S 3.4495 -4.0124 -0.9923
O 3.1602 -4.8896 0.1016
N 2.4765 -2.6783 -0.9942
C 1.7470 -2.6366 -2.0602
S 0.7409 -1.3310 -2.5506
C 1.8883 -3.8091 -2.9911
C 1.2006 -4.0742 -4.1634
C 1.4893 -5.2539 -4.8409
C 2.4406 -6.1439 -4.3496
C 3.1264 -5.8732 -3.1718
C 2.8297 -4.6992 -2.5126
H 0.4531 -3.3765 -4.5192
H 0.9508 -5.4923 -5.7499
H 2.6415 -7.0618 -4.8882
H 3.8652 -6.5615 -2.7803
*
```

Atom charges from the Mulliken analysis, given in e for atoms 1 to 2:
1 Rh 0.753
2 Br -0.230

Entry 4:
Formula: C4H10O3S
Source: the OMol25 dataset
Level of theory: ωB97M-V/def2-TZVPD

- Kohn-Sham gap: 9.7 eV
- Energy above the lowest of the compared OMol25 structures with the same formula, charge and spin: 0.133 eV
- LUMO energy: 0.40 eV
- Electronic energy: -21288.2540 eV
- Structure (SMILES): O=C(O)CCCS.O

```
! wB97M-V def2-TZVPD RIJCOSX def2/J DEFGRID3
* xyz 0 1
O 1.9689 -0.5457 1.9406
C 1.0313 -0.1360 1.3260
O -0.2436 -0.5386 1.6143
C 1.0951 0.7948 0.1546
C 1.0282 -0.0209 -1.1559
C -0.3265 -0.6114 -1.4310
S -0.5293 -1.1086 -3.1903
H -0.2305 -0.9785 2.4786
H 0.2846 1.5021 0.1187
H 2.0611 1.2984 0.2657
H 1.7932 -0.7950 -1.1557
H 1.3303 0.5947 -1.9878
H -0.5750 -1.4788 -0.8080
H -1.1448 0.0464 -1.2094
H -1.1192 -2.2791 -2.9236
O -2.1323 1.8155 2.0601
H -2.9038 1.2335 1.9928
H -1.3877 1.2072 1.9102
*
```

Atom charges from the natural (NBO) analysis, given in e for atoms 1 to 2:
1 O -0.568
2 C 0.795

Entry 5:
Formula: C34H37EuN8O4
Source: the OMol25 dataset
Level of theory: ωB97M-V/def2-TZVPD

- Kohn-Sham gap (spin up / spin down): 5.4 / 6.9 eV
- Energy above the lowest of the compared OMol25 structures with the same formula, charge and spin: 0.771 eV
- LUMO energy (spin up / spin down): -7.38 / -5.87 eV
- Electronic energy: -75286.3225 eV

```
! wB97M-V def2-TZVPD RIJCOSX def2/J DEFGRID3
* xyz 2 7
Eu 0.6096 -1.5684 -0.8632
C 5.2399 -2.6172 0.7154
C 4.1516 -2.0860 -0.2322
C 4.4694 -0.6726 -0.7201
C 2.8223 -2.1723 0.4933
C 2.2806 -1.0939 1.2282
C 1.1873 -1.2819 2.0846
C 0.5804 -2.5353 2.2246
C -0.4817 -2.7811 3.2498
C 1.0698 -3.5917 1.4404
C 2.1720 -3.4206 0.6033
H 6.1985 -2.6444 0.2058
H 5.0074 -3.6249 1.0522
H 5.3313 -1.9786 1.5906
H 4.1150 -2.7425 -1.1113
H 4.6357 0.0125 0.1081
H 3.6536 -0.2943 -1.3519
H 5.3823 -0.6933 -1.3098
H 2.8199 -0.1519 1.2735
H 0.8842 -0.4702 2.7366
H -1.2503 -3.4548 2.8786
H -0.9428 -1.8566 3.5884
H -0.0316 -3.2633 4.1178
H 0.6633 -4.5856 1.5896
H 2.6274 -4.2885 0.1339
C -0.1489 3.6854 -3.5310
N -0.2342 2.4113 -2.8648
C 0.6935 1.7377 -2.1873
N 0.1291 0.7123 -1.5390
C -1.1946 0.8313 -1.8909
N -1.4171 1.8457 -2.6703
C -0.0878 4.7976 -2.4997
C 0.5406 6.0057 -2.7788
C 0.6289 6.9843 -1.7980
C 0.1044 6.7719 -0.5353
C -0.5562 5.5759 -0.2652
C -0.6586 4.6016 -1.2547
C -1.0919 5.2697 1.0408
N -1.0633 5.9764 2.1309
N -1.6088 5.2432 3.1036
C -1.9664 4.1085 2.5839
O -1.6601 4.0537 1.2601
C -2.5730 2.9568 3.2153
C -2.5638 2.7999 4.6007
C -3.0831 1.6454 5.1569
C -3.6168 0.6503 4.3497
C -3.6705 0.8192 2.9714
C -4.2826 -0.2303 2.0791
N -3.2749 -0.9629 1.3406
C -2.0272 -0.6137 1.0480
N -1.4491 -1.5735 0.3116
C -2.4456 -2.5028 0.1918
N -3.5374 -2.1496 0.8073
C -3.1425 1.9734 2.4092
H -1.0536 3.7747 -4.1410
H 0.7289 3.7056 -4.1809
H 1.7399 1.9831 -2.1746
H -1.9852 0.1644 -1.5892
H 0.9563 6.1831 -3.7601
H 1.1298 7.9145 -2.0183
H 0.1928 7.5120 0.2427
H -1.1980 3.6944 -1.0272
H -2.1467 3.5841 5.2117
H -3.0705 1.5148 6.2280
H -4.0071 -0.2530 4.7945
H -4.9654 0.2327 1.3577
H -4.8587 -0.9602 2.6550
H -1.5587 0.2984 1.3725
H -2.3428 -3.4346 -0.3374
H -3.1960 2.1383 1.3426
C -0.6627 -4.4855 -3.8681
C 0.5343 -4.0522 -3.0401
C 1.8348 -4.7370 -3.4329
O 0.2703 -4.2371 -1.5947
C 0.6477 -2.5312 -2.9244
O -0.4158 -1.8882 -2.7554
O 1.7506 -2.0380 -2.5693
H -0.8588 -5.5498 -3.7522
H -0.4628 -4.2845 -4.9177
H -1.5451 -3.9238 -3.5691
H 1.6984 -5.8168 -3.4760
H 2.6162 -4.4976 -2.7134
H 2.1591 -4.3849 -4.4087
H 0.1315 -5.1923 -1.4660
*
```

Atom charges from the Mulliken analysis, given in e for atoms 1 to 2:
1 Eu 0.868
2 C -1.519

Entry 6:
Formula: C32H71AsBrMgN4O8SSi4
Source: the OMol25 dataset
Level of theory: ωB97M-V/def2-TZVPD

- Kohn-Sham gap: 6.7 eV
- Energy above the lowest of the compared OMol25 structures with the same formula, charge and spin: 2.419 eV
- LUMO energy: 2.03 eV
- Electronic energy: -235362.1255 eV

```
! wB97M-V def2-TZVPD RIJCOSX def2/J DEFGRID3
* xyz -1 1
Mg -0.8200 -1.4215 -0.3517
O -0.2016 -3.9011 1.5848
S -0.6071 -2.5338 1.8307
O -0.8129 -2.2926 3.3262
O -1.8641 -2.2008 1.1015
O 0.4085 -1.5576 1.3444
O -5.3828 -0.1464 -3.8729
C -5.3049 0.7977 -2.9520
O -6.0980 1.7102 -2.9015
C -4.1885 0.7015 -1.9720
C -3.9582 1.6218 -0.9713
N -2.8710 1.2257 -0.2938
N -2.4009 0.0696 -0.7715
C -3.1701 -0.2663 -1.7932
C -2.7753 -1.5293 -2.5086
O -3.4219 -1.8905 -3.5054
O -1.7601 -2.1084 -2.0175
H -4.6543 -0.8416 -3.7799
H -4.4959 2.5303 -0.7489
H -2.5316 1.4356 0.6405
C 3.7024 4.2433 -0.9486
C 2.4464 3.3937 -0.6916
C 1.1993 4.2691 -0.9174
C 2.4288 2.9772 0.7945
Si 2.3900 1.8821 -1.8589
Br 0.6249 0.6538 -0.9963
C 3.8716 0.6897 -1.7169
C 5.0574 1.2168 -2.5449
C 3.5141 -0.7313 -2.1870
C 4.3146 0.5665 -0.2499
C 1.8417 2.2863 -3.6497
C 2.6849 3.4423 -4.2145
C 2.0195 1.0663 -4.5666
C 0.3520 2.6714 -3.7280
H 3.6846 5.1156 -0.2853
H 3.7570 4.6049 -1.9791
H 4.6196 3.6841 -0.7403
H 1.1806 5.0617 -0.1614
H 0.2795 3.6847 -0.8179
H 1.2095 4.7477 -1.8995
H 2.2344 3.8638 1.4091
H 3.3762 2.5518 1.1209
H 1.6405 2.2498 1.0061
H 4.8387 1.2171 -3.6167
H 5.9288 0.5736 -2.3799
H 5.3330 2.2379 -2.2606
H 3.1858 -0.7607 -3.2258
H 2.7287 -1.1756 -1.5704
H 4.4077 -1.3619 -2.1004
H 4.7707 1.4894 0.1158
H 5.0646 -0.2285 -0.1723
H 3.4779 0.3042 0.4049
H 3.7591 3.2343 -4.1595
H 2.4937 4.3788 -3.6843
H 2.4236 3.5970 -5.2675
H 3.0655 0.7705 -4.6658
H 1.6489 1.3187 -5.5667
H 1.4437 0.2127 -4.2037
H 0.1191 3.5742 -3.1641
H -0.2850 1.8702 -3.3474
H 0.0884 2.8497 -4.7772
C 1.2300 -6.3615 -0.7497
C 0.0309 -5.5762 -1.2781
N 0.3413 -4.7570 -2.4468
C 0.2075 -5.3816 -3.7581
C 1.5367 -5.8283 -4.3687
C 0.5808 -3.4312 -2.3044
C 0.6845 -2.6011 -3.5549
N 0.7691 -2.8223 -1.1726
H 0.9866 -6.7953 0.2223
H 2.0861 -5.6964 -0.6183
H 1.5142 -7.1670 -1.4306
H -0.3567 -4.9468 -0.4837
H -0.7697 -6.2609 -1.5576
H -0.3026 -4.7039 -4.4407
H -0.4341 -6.2539 -3.6424
H 2.2308 -4.9907 -4.4540
H 1.3728 -6.2432 -5.3660
H 2.0135 -6.5899 -3.7487
H -0.2539 -2.6191 -4.1113
H 1.4947 -2.9376 -4.2039
H 0.8746 -1.5808 -3.2392
H 0.7359 -3.4494 -0.3683
C -0.5564 3.7541 3.0560
Si -1.9405 2.6758 3.7992
C -3.5079 3.5456 3.1848
C -1.9142 3.0479 5.6461
As -1.6069 0.6022 2.7755
Si 0.2737 -0.8696 3.9161
C 1.4911 0.5600 3.5289
C -0.3104 -0.5139 5.6779
C 1.6506 -2.1965 4.1682
Si -3.6722 -0.3356 3.3499
C -4.9751 0.1383 2.0669
C -3.9173 -2.1869 3.5896
C -4.3172 0.3642 4.9960
H -0.8761 4.7885 2.8926
H -0.2557 3.3290 2.0938
H 0.3320 3.7660 3.6975
H -3.4456 4.6199 3.3862
H -4.4048 3.1596 3.6802
H -3.6521 3.4138 2.1061
H -2.0372 4.1227 5.8113
H -0.9735 2.7336 6.1093
H -2.7253 2.5254 6.1627
H 0.9808 1.5254 3.4859
H 2.0009 0.3932 2.5736
H 2.2419 0.5929 4.3290
H -0.4491 0.5647 5.7938
H 0.4665 -0.8321 6.3872
H -1.2478 -1.0155 5.9400
H 1.8563 -2.6984 3.2178
H 1.3108 -2.9794 4.8563
H 2.5904 -1.7854 4.5461
H -4.7923 -0.3946 1.1261
H -4.9793 1.2120 1.8543
H -5.9769 -0.1365 2.4162
H -3.5474 -2.7445 2.7260
H -4.9812 -2.4022 3.7158
H -3.3740 -2.5533 4.4653
H -4.6686 1.3965 4.8985
H -3.5259 0.3544 5.7541
H -5.1485 -0.2427 5.3713
*
```

Atom charges from the Mulliken analysis, given in e for atoms 1 to 2:
1 Mg 2.432
2 O -0.627